[1]
{
  "formula": "C29H56F2N4O24S2Zn",
  "method": "ωB97M-V/def2-TZVPD",
  "homo_energy_ev": -8.91,
  "gap_ha": 0.3273,
  "lumo_energy_ev": -0.007,
  "multiplicity": 1,
  "energy_ev": -161603.744,
  "symbols": ["Zn", "N", "S", "O", "O", "F", "S", "O", "O", "F", "C", "C", "O", "O", "H", "H", "H", "C", "O", "C", "C", "O", "C", "C", "O", "C", "H", "H", "H", "H", "H", "H", "H", "H", "H", "H", "H", "H", "H", "H", "C", "O", "C", "O", "O", "C", "H", "H", "H", "H", "H", "H", "C", "O", "C", "O", "O", "C", "H", "H", "H", "H", "H", "H", "C", "O", "C", "O", "O", "C", "H", "H", "H", "H", "H", "H", "C", "O", "C", "O", "O", "C", "H", "H", "H", "H", "H", "H", "C", "O", "C", "O", "O", "C", "H", "H", "H", "H", "H", "H", "C", "C", "N", "H", "H", "H", "C", "C", "N", "H", "H", "H", "C", "C", "N", "H", "H", "H"],
  "xyz": [[-29.507, -2.935, 4.804], [-30.800, -1.906, 3.693], [-32.296, -1.442, 4.023], [-33.304, -1.957, 3.174], [-32.359, -0.096, 4.498], [-32.538, -2.244, 5.383], [-30.538, -0.822, 2.398], [-29.952, 0.416, 2.766], [-31.449, -0.846, 1.318], [-29.327, -1.656, 1.830], [-29.432, -6.468, 6.526], [-29.436, -5.033, 6.093], [-30.519, -4.370, 5.981], [-28.339, -4.455, 5.808], [-28.633, -6.603, 7.255], [-29.296, -7.124, 5.669], [-30.362, -6.744, 7.020], [-37.680, -5.127, 0.080], [-36.484, -4.621, -0.454], [-35.814, -3.787, 0.471], [-34.843, -2.906, -0.264], [-33.757, -3.577, -0.820], [-32.877, -2.665, -1.484], [-33.439, -2.058, -2.739], [-34.117, -0.846, -2.462], [-34.592, -0.275, -3.648], [-37.850, -6.143, -0.281], [-38.522, -4.487, -0.203], [-37.644, -5.201, 1.172], [-35.338, -4.346, 1.290], [-36.527, -3.137, 0.989], [-34.592, -2.077, 0.414], [-35.448, -2.433, -1.050], [-32.063, -3.323, -1.791], [-32.559, -1.897, -0.772], [-34.122, -2.735, -3.266], [-32.600, -1.802, -3.400], [-35.249, -0.977, -4.177], [-33.789, 0.015, -4.344], [-35.119, 0.652, -3.425], [-29.651, -0.536, -1.494], [-28.587, -0.782, -2.435], [-28.823, -1.706, -3.348], [-29.855, -2.314, -3.484], [-27.740, -1.864, -4.100], [-27.816, -2.799, -5.182], [-30.587, -0.467, -2.034], [-29.278, 0.318, -0.948], [-29.713, -1.345, -0.762], [-26.817, -3.223, -5.261], [-27.961, -2.213, -6.089], [-28.564, -3.561, -5.002], [-25.577, -2.740, 5.605], [-25.549, -2.020, 4.356], [-26.692, -1.744, 3.759], [-27.786, -2.030, 4.196], [-26.547, -1.118, 2.635], [-25.249, -0.749, 2.162], [-25.090, -2.127, 6.361], [-24.988, -3.643, 5.460], [-26.580, -2.989, 5.939], [-25.337, -0.238, 1.212], [-24.618, -1.625, 1.997], [-24.765, -0.113, 2.900], [-29.101, -2.917, 9.028], [-29.893, -1.789, 8.694], [-29.821, -1.326, 7.454], [-29.072, -1.769, 6.610], [-30.583, -0.279, 7.279], [-31.824, -0.087, 7.961], [-28.361, -3.101, 8.244], [-29.616, -3.871, 9.124], [-28.544, -2.671, 9.927], [-31.667, 0.672, 8.727], [-32.160, -0.995, 8.458], [-32.580, 0.223, 7.251], [-27.134, -5.587, 3.074], [-28.020, -5.671, 1.962], [-29.145, -4.978, 2.040], [-29.520, -4.372, 3.022], [-29.777, -5.043, 0.899], [-30.957, -4.219, 0.720], [-26.298, -6.257, 2.921], [-27.665, -5.823, 3.999], [-26.760, -4.570, 3.229], [-30.688, -3.181, 0.594], [-31.637, -4.439, 1.543], [-31.446, -4.653, -0.144], [-35.341, -3.211, 5.810], [-36.117, -2.088, 5.501], [-36.627, -1.945, 4.293], [-36.509, -2.682, 3.354], [-37.379, -0.843, 4.318], [-38.210, -0.600, 3.188], [-34.701, -3.550, 4.987], [-35.900, -4.130, 6.009], [-34.637, -3.006, 6.607], [-39.194, -0.339, 3.571], [-38.324, -1.534, 2.638], [-37.816, 0.164, 2.526], [-28.185, 2.567, 0.609], [-26.766, 2.274, 0.452], [-25.667, 2.028, 0.278], [-28.717, 1.626, 0.732], [-28.544, 3.051, -0.301], [-28.400, 3.258, 1.421], [-31.980, 2.884, 1.639], [-31.678, 2.397, 0.302], [-31.421, 2.001, -0.741], [-32.448, 2.151, 2.295], [-32.556, 3.802, 1.579], [-31.029, 3.070, 2.138], [-30.257, 2.572, 6.236], [-30.249, 3.876, 5.587], [-30.218, 4.914, 5.103], [-31.234, 2.150, 6.421], [-29.688, 2.677, 7.161], [-29.712, 1.874, 5.598]],
  "lowdin_charge": [0.705, -0.275, 0.471, -0.223, -0.260, -0.173, 0.515, -0.241, -0.232, -0.159, 0.015, -0.676, -0.039, -0.079, 0.087, 0.088, 0.084, -0.121, -0.168, -0.217, -0.214, -0.114, -0.180, -0.203, -0.194, -0.128, 0.083, 0.087, 0.084, 0.132, 0.102, 0.135, 0.128, 0.116, 0.117, 0.138, 0.117, 0.089, 0.089, 0.086, -0.021, 0.017, -0.625, 0.109, 0.004, -0.026, 0.088, 0.063, 0.076, 0.091, 0.096, 0.091, 0.011, 0.016, -0.588, 0.069, 0.047, -0.009, 0.101, 0.102, 0.064, 0.065, 0.102, 0.106, -0.016, 0.031, -0.565, 0.086, 0.009, -0.014, 0.087, 0.104, 0.101, 0.103, 0.104, 0.090, -0.011, 0.040, -0.586, 0.086, 0.048, 0.020, 0.101, 0.077, 0.091, 0.067, 0.113, 0.091, -0.065, 0.027, -0.606, 0.121, 0.008, -0.033, 0.084, 0.101, 0.086, 0.093, 0.087, 0.096, -0.068, -0.261, 0.136, 0.046, 0.089, 0.086, -0.051, -0.268, 0.167, 0.081, 0.086, 0.068, -0.066, -0.280, 0.124, 0.065, 0.089, 0.083]
}

[2]
{
  "formula": "C11H10N2OS",
  "method": "ωB97M-V/def2-TZVPD",
  "homo_energy_ev": [-5.98, -9.45],
  "de_lowest_kcal_mol": 20.0,
  "gap_ha": [0.2343, 0.2459],
  "lumo_energy_ev": [0.398, -2.763],
  "multiplicity": 3,
  "energy_ev": -27425.743,
  "symbols": ["C", "C", "C", "C", "C", "C", "C", "C", "C", "C", "C", "N", "N", "O", "S", "H", "H", "H", "H", "H", "H", "H", "H", "H", "H"],
  "xyz": [[2.218, 0.765, -0.552], [0.201, -2.874, -0.778], [-0.213, -3.336, 0.563], [-0.140, -1.699, -1.280], [-0.669, -2.421, 1.428], [-1.085, 1.805, -0.854], [-0.171, 3.039, -0.407], [0.785, 2.401, 0.734], [-0.817, -0.673, -0.461], [-0.799, -0.984, 1.023], [1.058, 1.045, 0.286], [3.159, 0.833, -1.191], [-0.395, 0.642, -0.775], [-2.216, 1.933, -1.297], [0.900, -0.337, 1.614], [0.489, -3.732, -1.296], [-0.122, -4.321, 0.851], [0.226, -1.286, -2.183], [-0.856, -2.574, 2.508], [0.475, 3.501, -1.263], [-0.821, 3.759, 0.125], [1.776, 2.901, 0.662], [0.395, 2.511, 1.719], [-1.940, -0.568, -0.838], [-1.437, -0.330, 1.661]],
  "lowdin_spin": [0.006, 0.233, 0.364, 0.446, 0.544, 0.000, 0.004, 0.004, 0.073, 0.065, 0.031, 0.010, 0.015, 0.004, 0.088, 0.008, 0.017, 0.021, 0.024, 0.000, 0.000, 0.000, 0.001, 0.036, 0.005]
}

[3]
{
  "formula": "H28O30S4Zn3",
  "method": "ωB97M-V/def2-TZVPD",
  "homo_energy_ev": -0.99,
  "charge": -2,
  "gap_ha": 0.0973,
  "lumo_energy_ev": 1.655,
  "multiplicity": 1,
  "energy_ev": -250480.475,
  "symbols": ["Zn", "Zn", "Zn", "S", "O", "O", "O", "O", "S", "O", "O", "O", "O", "S", "O", "O", "O", "O", "S", "O", "O", "O", "O", "O", "H", "H", "O", "H", "H", "O", "H", "H", "O", "H", "H", "O", "H", "H", "O", "H", "H", "O", "H", "H", "O", "H", "H", "O", "H", "H", "O", "H", "H", "O", "H", "H", "O", "H", "H", "O", "H", "H", "O", "H", "H"],
  "xyz": [[2.584, 2.126, -1.241], [1.322, -2.757, -0.094], [-2.412, 0.751, 0.938], [-5.301, 0.567, -0.781], [-5.256, 1.199, -2.116], [-5.495, -0.869, -0.876], [-4.011, 0.752, -0.038], [-6.370, 1.243, -0.008], [4.417, -2.072, 0.466], [4.892, -3.445, 0.577], [4.174, -1.549, 1.796], [5.363, -1.249, -0.318], [3.140, -1.965, -0.306], [-0.002, 0.340, -0.179], [0.554, -0.999, -0.024], [-0.406, 0.869, 1.130], [0.996, 1.221, -0.793], [-1.335, 0.325, -0.793], [-2.895, -2.243, 2.130], [-2.126, -3.497, 1.893], [-2.994, -1.987, 3.582], [-2.169, -1.118, 1.487], [-4.180, -2.341, 1.481], [-0.809, -1.025, -3.497], [-1.154, -0.594, -2.697], [0.144, -0.956, -3.414], [1.785, 3.737, -2.232], [0.792, 3.732, -2.293], [2.070, 4.538, -2.680], [2.726, 1.173, -3.048], [3.557, 0.746, -3.302], [2.149, 1.089, -3.819], [-3.360, -2.658, -1.356], [-3.359, -3.098, -2.215], [-2.526, -2.173, -1.322], [2.602, 3.199, 0.525], [3.274, 2.858, 1.130], [1.756, 3.090, 1.023], [3.717, 0.618, -0.357], [4.433, 0.636, 0.292], [3.451, -0.338, -0.393], [-1.019, 0.470, 4.161], [-1.884, 0.062, 3.948], [-1.050, 1.341, 3.752], [-0.779, 2.898, -2.376], [-1.494, 3.394, -2.792], [-1.234, 2.190, -1.871], [1.721, 0.032, 3.421], [1.624, 0.215, 2.484], [0.820, 0.080, 3.775], [1.213, -2.703, -2.157], [1.877, -2.230, -2.669], [0.739, -3.245, -2.801], [0.566, 2.930, 2.413], [0.037, 3.681, 2.117], [0.222, 2.144, 1.889], [-0.580, -3.560, 0.057], [-1.091, -4.143, -0.512], [-1.161, -3.439, 0.889], [-2.265, 2.728, 0.297], [-3.116, 3.191, 0.377], [-1.592, 3.417, 0.347], [1.475, -2.622, 1.996], [2.310, -2.690, 2.487], [0.924, -2.016, 2.510]],
  "lowdin_charge": [0.737, 0.745, 0.721, 0.214, -0.454, -0.374, -0.434, -0.450, 0.227, -0.368, -0.351, -0.393, -0.425, 0.393, -0.292, -0.366, -0.332, -0.311, 0.286, -0.348, -0.393, -0.400, -0.319, -0.047, 0.019, -0.009, -0.043, 0.056, 0.086, -0.007, 0.101, 0.100, -0.035, 0.028, 0.009, -0.041, 0.091, 0.041, -0.087, 0.072, 0.009, -0.056, 0.037, 0.015, -0.056, 0.077, 0.046, -0.049, 0.004, 0.003, -0.022, 0.078, 0.095, -0.067, 0.046, -0.002, -0.086, 0.063, -0.038, -0.035, 0.107, 0.067, -0.028, 0.072, 0.075]
}

[4]
{
  "formula": "C9H12FIrO4S5Sb",
  "method": "ωB97M-V/def2-TZVPD",
  "homo_energy_ev": [-0.69, -2.15],
  "charge": -2,
  "de_lowest_kcal_mol": 12.2,
  "gap_ha": [0.2052, 0.2212],
  "lumo_energy_ev": [4.896, 3.865],
  "multiplicity": 6,
  "energy_ev": -83988.967,
  "symbols": ["Ir", "S", "Sb", "S", "S", "F", "C", "C", "C", "C", "C", "C", "C", "H", "H", "H", "H", "H", "H", "C", "C", "O", "H", "H", "H", "H", "H", "H", "O", "S", "O", "O", "S"],
  "xyz": [[0.654, -1.522, 1.463], [1.406, -6.363, 2.118], [1.796, -4.266, 2.889], [-0.405, -3.037, 2.799], [2.482, -2.879, 0.938], [-3.924, 2.396, -1.927], [-3.116, 1.346, -1.573], [-1.860, 1.249, -2.135], [-1.051, 0.188, -1.771], [-1.477, -0.778, -0.849], [-0.603, -1.862, -0.442], [-2.762, -0.631, -0.303], [-3.584, 0.421, -0.659], [-1.519, 2.004, -2.831], [-0.050, 0.115, -2.176], [0.222, -2.045, -1.128], [-1.121, -2.773, -0.159], [-3.101, -1.342, 0.440], [-4.566, 0.544, -0.222], [1.732, 2.131, -1.125], [2.751, 1.250, -0.443], [2.419, -0.109, -0.713], [1.941, 3.180, -0.909], [0.741, 1.904, -0.739], [1.751, 1.982, -2.208], [2.728, 1.435, 0.634], [3.764, 1.466, -0.819], [3.050, -0.680, -0.258], [-0.381, 0.668, 1.316], [0.229, 1.492, 2.400], [0.935, 2.648, 1.877], [-0.696, 1.796, 3.471], [1.613, 0.072, 3.044]],
  "lowdin_spin": [2.625, 0.070, 0.121, 0.645, 0.560, 0.011, 0.039, -0.005, 0.039, 0.023, 0.260, 0.039, -0.005, -0.001, 0.001, 0.016, 0.012, 0.002, -0.001, 0.000, 0.002, 0.032, 0.000, 0.000, 0.000, 0.001, 0.000, 0.004, 0.139, 0.023, 0.019, 0.018, 0.311]
}

[5]
{
  "formula": "C4H7N3O",
  "method": "ωB97M-V/def2-TZVPD",
  "homo_energy_ev": -8.51,
  "de_lowest_kcal_mol": 133.5,
  "gap_ha": 0.3281,
  "lumo_energy_ev": 0.420,
  "multiplicity": 1,
  "energy_ev": -10773.957,
  "symbols": ["C", "C", "C", "C", "H", "H", "H", "H", "H", "H", "H", "N", "N", "N", "O"],
  "xyz": [[1.163, 0.948, -0.690], [1.110, 2.024, -1.588], [0.707, -0.849, 0.758], [-1.471, -1.760, 0.977], [-1.722, -0.213, -0.619], [2.075, 0.892, -0.104], [0.234, 2.281, -2.233], [2.088, 2.457, -1.850], [1.707, -0.746, 1.313], [-2.081, -2.524, 0.525], [-1.144, 0.048, 1.853], [0.241, 0.188, -0.174], [-0.048, -1.843, 1.189], [-2.051, -0.699, 1.638], [-0.807, -0.203, -0.995]],
  "lowdin_charge": [-0.234, 0.029, -0.107, -0.266, 0.108, 0.106, 0.056, 0.040, 0.153, 0.097, 0.123, -0.167, 0.047, 0.016, -0.002]
}

[6]
{
  "formula": "C18H25F3N4O6RhS2SbSe4Si",
  "method": "ωB97M-V/def2-TZVPD",
  "homo_energy_ev": -2.18,
  "charge": -2,
  "de_lowest_kcal_mol": 2.3,
  "gap_ha": 0.2141,
  "lumo_energy_ev": 3.642,
  "multiplicity": 1,
  "energy_ev": -345955.101,
  "symbols": ["Rh", "Se", "Sb", "Se", "Se", "Se", "C", "Si", "C", "C", "C", "C", "C", "C", "N", "C", "S", "H", "H", "H", "H", "H", "H", "H", "H", "H", "H", "H", "H", "C", "C", "S", "O", "O", "C", "C", "N", "C", "N", "C", "C", "N", "O", "O", "C", "H", "H", "H", "H", "H", "H", "H", "H", "H", "H", "H", "H", "H", "F", "C", "F", "F", "C", "O", "O"],
  "xyz": [[0.478, -0.318, -0.005], [3.406, 3.320, 2.837], [1.450, 1.904, 2.639], [2.189, -0.327, 1.664], [0.165, 2.033, 0.439], [0.021, 1.919, 4.585], [-2.509, -4.041, -2.126], [-2.632, -4.492, -0.304], [-4.411, -5.037, 0.034], [-1.504, -5.950, 0.096], [-2.278, -3.023, 0.801], [-3.225, -2.495, 1.674], [-3.001, -1.294, 2.346], [-1.837, -0.598, 2.081], [-0.896, -1.123, 1.306], [-1.089, -2.304, 0.698], [0.282, -2.757, -0.281], [-3.145, -4.694, -2.727], [-1.484, -4.109, -2.487], [-2.837, -3.013, -2.281], [-4.712, -5.777, -0.707], [-5.100, -4.198, -0.040], [-4.528, -5.486, 1.020], [-1.776, -6.828, -0.491], [-1.565, -6.213, 1.151], [-0.470, -5.691, -0.127], [-4.174, -3.000, 1.806], [-3.736, -0.866, 3.010], [-1.626, 0.374, 2.514], [3.210, 4.143, -0.688], [3.985, 2.852, -0.506], [5.377, 2.779, -1.621], [4.974, 3.216, -2.938], [6.532, 3.395, -1.013], [5.764, 1.014, -1.766], [5.100, 0.341, -2.959], [3.661, 0.280, -2.779], [3.069, -0.389, -1.755], [1.820, 0.022, -1.585], [1.578, 0.992, -2.515], [2.705, 1.155, -3.263], [2.839, 1.902, -4.461], [3.700, 1.558, -5.260], [2.027, 2.787, -4.650], [3.742, -1.492, -1.027], [2.387, 4.121, 0.026], [2.814, 4.223, -1.700], [3.837, 5.008, -0.476], [3.347, 1.984, -0.687], [4.382, 2.765, 0.505], [5.493, 0.537, -0.825], [6.849, 0.997, -1.862], [5.471, -0.680, -3.065], [5.301, 0.884, -3.878], [0.613, 1.452, -2.610], [4.457, -1.997, -1.675], [2.981, -2.198, -0.696], [4.244, -1.131, -0.128], [-2.026, -0.230, -4.120], [-2.705, 0.355, -3.111], [-2.567, 1.688, -3.280], [-4.005, 0.071, -3.308], [-2.187, -0.080, -1.694], [-3.022, -0.300, -0.834], [-0.934, -0.124, -1.670]],
  "lowdin_charge": [0.336, -0.154, -0.248, 0.093, 0.112, -0.264, -0.174, 0.515, -0.195, -0.190, -0.262, -0.081, -0.055, -0.122, -0.119, -0.735, 0.601, 0.020, 0.013, 0.027, 0.018, 0.026, 0.023, 0.019, 0.025, 0.001, 0.088, 0.098, 0.051, -0.144, -0.352, 0.663, -0.319, -0.330, -0.191, -0.143, 0.047, -0.324, -0.022, -0.027, -0.156, -0.342, 0.058, 0.096, -0.052, 0.014, 0.071, 0.079, 0.065, -0.008, 0.097, 0.103, 0.122, 0.108, 0.110, 0.082, 0.031, 0.038, 0.119, -0.531, 0.125, 0.119, -0.588, 0.072, -0.156]
}

Q: Number 5 is which compound?
A: C4H7N3O